Entry 1:
ORCA calculation (wB97M-V/def2-TZVPD) on a structure of composition C20H19AuF6N7O2PSb.

Element x y z (Å)
Au: 1.30209 -0.55106 -0.06928
C: 2.28637 4.77196 1.11821
N: 2.47154 3.32464 0.97436
C: 3.61099 2.64393 1.29305
C: 3.38205 1.33280 1.00388
N: 2.10868 1.22640 0.51259
C: 1.56908 2.44180 0.50231
P: -0.10635 2.88730 -0.04789
C: -1.04625 1.84184 1.15669
N: -0.61245 0.72105 1.74230
C: -1.57651 0.32265 2.55443
C: -2.67998 1.26029 2.48780
N: -2.31390 2.19322 1.63092
C: -3.17840 3.26885 1.12995
C: -0.17344 1.83955 -1.51688
N: 0.33419 0.62022 -1.67677
C: -0.01361 0.18270 -2.91741
C: -0.74353 1.16016 -3.52393
N: -0.83412 2.19111 -2.64161
C: -1.64712 3.38516 -2.86348
H: 3.21851 5.19839 1.47492
H: 1.50143 4.98191 1.84077
H: 2.03848 5.21465 0.15685
H: 4.48297 3.13823 1.68457
H: 4.03333 0.48232 1.11199
H: -1.52851 -0.58353 3.13746
H: -3.63110 1.25789 2.99646
H: -3.79658 3.62922 1.94726
H: -3.79808 2.86924 0.33010
H: -2.56103 4.08297 0.76123
H: 0.27167 -0.78188 -3.29921
H: -1.19879 1.19202 -4.49851
H: -1.51398 3.71613 -3.88971
H: -1.32806 4.17922 -2.19424
H: -2.69393 3.14502 -2.68644
O: 2.65598 -2.76243 0.93935
C: 1.87355 -3.30705 0.19981
N: 0.97012 -2.50480 -0.57490
C: 0.21361 -3.30047 -1.30382
O: -0.67849 -2.96763 -2.10980
C: 0.55961 -4.73697 -1.06531
C: 0.02835 -5.89963 -1.57147
C: 0.60163 -7.08531 -1.11019
C: 1.64525 -7.08078 -0.18735
C: 2.16360 -5.89227 0.32182
C: 1.60468 -4.71558 -0.13187
H: -0.78478 -5.90803 -2.28341
H: 0.22340 -8.02857 -1.47991
H: 2.06039 -8.02201 0.14571
H: 2.96659 -5.88711 1.04630
F: -1.61900 -1.33634 -0.15125
Sb: -3.36886 -0.80548 -0.73640
F: -2.78861 -1.03423 -2.50882
F: -3.94481 -2.56691 -0.55869
F: -5.01794 -0.10613 -1.23943
F: -3.73428 -0.43719 1.11049
F: -2.66794 0.99612 -0.79135

Computed properties:
- net charge = +2
- total energy (eV) = -71383.4878
- HOMO (spin up / spin down) (eV) = -15.0580 / -15.0874
- multiplicity = 4
- energy relative to the best compared isomer or geometry (same formula, charge and spin) (eV) = 0.000

Atomic partial charges in e from the Mulliken method, atoms 1 to 2: atom 1 (Au): 0.9370, atom 2 (C): -0.7861

---

Entry 2:
ORCA calculation (wB97M-V/def2-TZVPD) on a structure of composition C12H33N3O3Rb.

Element x y z (Å)
Rb: -1.21873 0.29240 2.32877
C: -2.23676 0.38132 -1.91474
C: -3.28388 1.25003 -1.27947
C: -4.68097 0.75146 -1.67223
O: -5.76834 1.54413 -1.27653
C: -5.64226 2.88982 -1.66140
N: -3.08213 1.36663 0.17370
H: -1.23459 0.67667 -1.58905
H: -2.23608 0.40468 -3.00165
H: -2.33748 -0.65658 -1.57073
H: -3.14405 2.27158 -1.64636
H: -4.81987 -0.27442 -1.32746
H: -4.71658 0.69632 -2.76955
H: -6.60322 3.39238 -1.60206
H: -5.39709 2.93167 -2.73521
H: -4.86092 3.43637 -1.13135
H: -3.43703 0.50520 0.58396
H: -3.56107 2.15435 0.58801
C: 2.96579 2.98647 0.76600
C: 1.89652 1.98408 0.32319
C: 2.30503 1.22808 -0.94050
O: 2.60825 2.06666 -2.00395
C: 1.47807 2.64612 -2.61613
N: 1.44786 1.10119 1.41050
H: 3.57925 3.35717 -0.05196
H: 3.63338 2.52918 1.51054
H: 2.62503 3.84473 1.35557
H: 0.98973 2.54773 0.07560
H: 1.55291 0.45303 -1.14541
H: 3.19687 0.63582 -0.70470
H: 0.96299 3.33476 -1.94055
H: 0.81467 1.87883 -3.03438
H: 1.79495 3.22493 -3.48474
H: 2.23055 0.63045 1.86761
H: 1.16045 1.71750 2.16894
C: 2.37182 -2.21192 0.53156
C: 1.47545 -2.86993 1.55478
C: 2.31089 -3.73986 2.51149
O: 3.02569 -4.75299 1.83597
C: 2.20207 -5.82641 1.42089
N: 0.67674 -1.87708 2.30706
H: 2.90551 -2.96890 -0.04070
H: 3.11432 -1.61417 1.07126
H: 1.78447 -1.61311 -0.16226
H: 0.73458 -3.47278 1.01811
H: 1.68927 -4.21040 3.28463
H: 3.03274 -3.12061 3.05052
H: 2.87881 -6.65428 1.21030
H: 1.73070 -5.62198 0.44254
H: 1.37056 -6.01737 2.10407
H: 1.35628 -1.20734 2.68035
H: 0.35887 -2.40163 3.12716

Computed properties:
- net charge = +1
- total energy (eV) = -24240.8238
- HOMO (eV) = -12.0808
- energy relative to the best compared isomer or geometry (same formula, charge and spin) (eV) = 1.621

Atomic partial charges in e from the Mulliken method, atoms 1 to 2: atom 1 (Rb): 0.8102, atom 2 (C): -1.3775

---

Entry 3:
ORCA calculation (wB97M-V/def2-TZVPD) on a structure of composition C4H8FeIS.

Element x y z (Å)
C: 1.70625 0.60762 0.69741
C: 1.53945 -0.05756 -0.66838
S: 0.26006 -1.34802 -0.80399
C: -1.01981 -0.83105 0.33784
C: -1.50183 0.56220 0.03593
I: -3.58496 0.87467 0.46080
H: 1.93556 1.65994 0.55110
H: 0.81787 0.57246 1.31792
H: 2.53344 0.17263 1.24909
H: 2.44555 -0.60468 -0.91404
H: 1.36511 0.67652 -1.44806
H: -1.81084 -1.59760 0.19333
H: -0.74344 -0.91672 1.38867
H: -1.32882 0.93465 -0.97958
Fe: -2.61357 -0.70505 -1.41803

Computed properties:
- net charge = +1
- total energy (eV) = -57589.9615
- HOMO (spin up / spin down) (eV) = -12.6591 / -13.0418
- multiplicity = 5

Atomic partial charges in e from the Mulliken method, atoms 1 to 2: atom 1 (C): -1.0110, atom 2 (C): -0.3502